No. 1
Entry from OMol25: C18H37BEuI3NO6Si2 as an isolated structure in a non-equilibrium geometry (ωB97M-V with the def2-TZVPD basis set).

```
! RIJCOSX wB97M-V def2-TZVPD def2/J DEFGRID3
* xyz 2 8
C 5.766 -1.215 1.018
C 5.930 0.039 1.855
C 5.584 1.378 1.162
C 5.225 1.316 -0.322
C 3.750 1.016 -0.610
C 3.076 1.991 -1.597
C 2.485 1.333 -2.850
C 0.993 1.083 -2.754
C 0.580 0.099 -1.671
C -0.950 -0.041 -1.670
Si -1.548 -1.331 -0.448
C -0.394 -1.494 0.998
C 0.750 -2.498 0.854
C 1.935 -2.163 1.721
I 1.446 -1.961 3.782
C -1.709 -3.010 -1.371
O -1.587 -4.102 -0.524
O -2.686 -4.050 0.330
O -3.031 -0.925 0.247
Si -4.212 -0.069 -0.480
O -4.118 -0.230 -2.157
C -5.119 0.226 -2.828
N -6.004 0.673 -3.411
B -6.034 -0.605 0.216
O -6.222 -0.417 1.545
O -6.988 -1.145 -0.588
C -3.864 1.719 0.075
I -5.385 3.094 -0.522
C -3.585 1.681 1.581
C -4.580 2.313 2.525
I -1.585 2.668 1.945
H 5.846 -2.098 1.640
H 4.829 -1.247 0.475
H 6.565 -1.286 0.290
H 6.965 0.080 2.176
H 5.340 -0.043 2.761
H 4.740 1.838 1.668
H 6.420 2.054 1.282
H 5.872 0.628 -0.853
H 5.427 2.299 -0.730
H 3.623 0.010 -0.998
H 3.201 1.038 0.329
H 3.778 2.759 -1.894
H 2.252 2.494 -1.098
H 2.624 1.986 -3.704
H 2.990 0.396 -3.064
H 0.612 0.712 -3.702
H 0.474 2.019 -2.556
H 0.877 0.526 -0.716
H 1.063 -0.861 -1.827
H -1.370 0.943 -1.491
H -1.234 -0.363 -2.669
H 0.018 -0.510 1.211
H -0.996 -1.760 1.861
H 1.114 -2.552 -0.170
H 0.399 -3.482 1.151
H 2.680 -2.942 1.692
H 2.415 -1.250 1.401
H -2.691 -3.041 -1.848
H -0.933 -3.127 -2.119
H -2.316 -4.500 1.122
H -7.169 -0.374 1.758
H -7.736 -0.576 -0.821
H -2.989 2.096 -0.434
H -3.416 0.671 1.926
H -4.504 3.398 2.519
H -4.347 1.980 3.536
H -5.593 2.001 2.321
Eu -2.786 4.663 3.516
*
```

LUMO energy (alpha / beta)   -8.80 / -8.58 eV
HOMO level (alpha / beta)   -0.47652 / -0.47652 Ha
E_tot   -93089.4238 eV

---

No. 2
Entry from OMol25: a 5-piece molecular cluster, C18H37ClN5O3PSi overall (ωB97M-V with the def2-TZVPD basis set).

```
! RIJCOSX wB97M-V def2-TZVPD def2/J DEFGRID3
* xyz 0 1
C -2.220 -1.045 4.654
C -1.647 -2.460 4.670
N -1.869 -3.131 3.363
Si -0.524 -3.408 2.350
Cl -1.278 -3.688 0.443
P 0.926 -1.651 2.241
O 0.752 -0.751 3.395
O 0.606 -0.921 0.837
O 2.439 -2.121 2.031
H -3.313 -1.092 4.622
H -1.858 -0.540 3.752
H -1.896 -0.450 5.507
H -2.158 -3.045 5.444
H -0.583 -2.434 4.918
H -2.603 -2.643 2.862
H 0.207 -4.633 2.686
H 1.419 -0.632 0.404
H 2.567 -3.086 1.939
C 0.607 2.449 3.441
C -0.281 2.382 2.206
C -1.579 3.185 2.366
C -2.388 2.677 3.473
N -2.993 2.220 4.339
H 0.115 2.008 4.307
H 1.529 1.892 3.283
H 0.868 3.484 3.679
H -0.522 1.340 1.986
H 0.254 2.776 1.340
H -2.181 3.135 1.457
H -1.356 4.236 2.561
C 1.920 -2.918 -2.039
C 3.028 -3.935 -2.271
C 2.809 -5.244 -1.494
C 2.704 -4.967 -0.066
N 2.578 -4.750 1.057
H 1.871 -2.636 -0.984
H 2.103 -2.016 -2.618
H 0.947 -3.309 -2.333
H 3.983 -3.503 -1.965
H 3.108 -4.174 -3.331
H 3.633 -5.938 -1.659
H 1.884 -5.736 -1.802
C -3.046 -0.253 -3.106
C -1.827 0.294 -2.374
C -0.644 0.574 -3.308
C -0.179 -0.637 -3.986
N 0.168 -1.606 -4.502
H -2.830 -1.214 -3.576
H -3.872 -0.403 -2.412
H -3.382 0.436 -3.884
H -1.516 -0.408 -1.601
H -2.084 1.227 -1.869
H 0.195 0.984 -2.743
H -0.923 1.304 -4.070
C 1.970 3.975 -2.886
C 0.773 4.581 -3.608
C -0.150 5.373 -2.673
C -0.698 4.524 -1.617
N -1.121 3.825 -0.806
H 1.653 3.261 -2.124
H 2.615 3.447 -3.587
H 2.566 4.747 -2.396
H 0.197 3.791 -4.094
H 1.118 5.252 -4.396
H -0.984 5.804 -3.228
H 0.395 6.193 -2.202
*
```

SMILES   CCN[Si@@H](Cl)P(=O)(O)O.CCCC#N.CCCC#N.CCCC#N.CCCC#N
LUMO energy   0.31 eV
HOMO level   -0.33564 Ha
E_tot   -62552.4096 eV

---

No. 3
Entry from OMol25: C18H37CoO2P3 as an isolated structure in a non-equilibrium geometry (ωB97M-V with the def2-TZVPD basis set).

```
! RIJCOSX wB97M-V def2-TZVPD def2/J DEFGRID3
* xyz 3 5
Co 0.762 -0.376 0.563
P -0.271 0.123 2.452
P 1.227 -2.430 1.098
P 0.436 2.431 -0.277
H -0.773 -1.044 -0.407
C -0.113 -1.026 -1.317
C 1.289 -0.482 -1.132
H 1.485 0.471 -1.638
C -2.093 0.018 2.319
C 0.082 -0.848 3.965
C -0.021 1.811 3.104
C 1.854 -3.564 -0.207
C 2.532 -2.626 2.365
C -0.194 -3.434 1.707
C 1.025 2.822 -1.981
C 1.272 3.799 0.620
C -1.304 3.031 -0.384
H -0.097 -2.083 -1.647
H 2.071 -1.230 -1.294
H -2.539 0.084 3.321
H -2.388 -0.930 1.854
H -2.457 0.849 1.701
H -0.358 -0.321 4.822
H 1.164 -0.926 4.123
H -0.343 -1.857 3.907
H -0.616 2.539 2.536
H 1.043 2.079 3.044
H -0.330 1.828 4.159
H 2.473 -4.338 0.271
H 2.467 -3.034 -0.945
H 0.996 -4.032 -0.708
H 2.089 -2.821 3.348
H 3.139 -1.712 2.411
H 3.178 -3.464 2.078
H -0.547 -4.060 0.878
H -1.027 -2.806 2.045
H 0.139 -4.078 2.530
H 1.165 3.909 -2.054
H 0.308 2.490 -2.744
H 1.994 2.333 -2.148
H 1.529 4.589 -0.100
H 2.197 3.408 1.069
H 0.622 4.201 1.407
H -1.498 3.412 -1.395
H -1.470 3.827 0.355
H -1.992 2.199 -0.184
C -0.763 -0.473 -3.836
C -0.962 -0.196 -2.378
C -2.421 -0.156 -2.125
C -3.210 0.514 -3.032
C -2.706 0.819 -4.317
C -1.489 0.277 -4.741
O 0.098 -1.410 -4.288
H -0.156 -2.267 -3.977
H -0.612 0.858 -2.296
H -2.791 -0.502 -1.156
H -4.238 0.790 -2.779
H -3.310 1.390 -5.021
H -1.155 0.357 -5.779
O 3.312 0.895 1.246
C 2.297 0.373 0.993
*
```

LUMO energy (alpha / beta)   -10.01 / -12.91 eV
Energy above the lowest of the compared OMol25 structures with the same formula, charge and spin   1.035 eV
HOMO level (alpha / beta)   -0.63677 / -0.67538 Ha
E_tot   -88822.5306 eV

---

No. 4
Entry from OMol25: C18H37FeOP3S as an isolated structure in a non-equilibrium geometry (ωB97M-V with the def2-TZVPD basis set).

```
! RIJCOSX wB97M-V def2-TZVPD def2/J DEFGRID3
* xyz 3 6
Fe 0.175 1.035 -1.787
P -1.463 2.096 -0.975
P -1.519 -1.513 0.036
P 2.147 1.904 -1.760
H -0.373 -4.042 -2.371
C 0.706 -3.899 -2.402
C 1.415 -3.006 -1.690
H 1.222 -2.692 -0.635
C -2.547 2.001 -2.461
C -2.525 1.917 0.470
C -0.795 3.788 -0.862
C -1.308 -3.328 0.268
C -1.711 -1.037 1.810
C -3.251 -1.496 -0.585
C 3.581 0.872 -2.100
C 2.568 2.847 -0.277
C 2.259 3.136 -3.109
H 1.209 -4.696 -2.935
H 2.369 -2.664 -2.095
H -3.247 2.842 -2.382
H -3.075 1.030 -2.468
H -1.954 2.066 -3.390
H -3.334 2.649 0.346
H -1.928 2.114 1.371
H -2.945 0.906 0.550
H -1.647 4.464 -0.984
H -0.049 3.997 -1.643
H -0.312 3.906 0.118
H -2.308 -3.783 0.219
H -0.896 -3.512 1.269
H -0.670 -3.750 -0.518
H -2.768 -1.106 2.096
H -1.323 -0.028 1.993
H -1.103 -1.742 2.390
H -3.727 -2.425 -0.240
H -3.205 -1.507 -1.685
H -3.825 -0.631 -0.226
H 4.362 1.537 -2.492
H 3.306 0.102 -2.833
H 3.926 0.410 -1.169
H 3.653 2.971 -0.250
H 2.234 2.291 0.596
H 2.041 3.803 -0.255
H 2.733 2.657 -3.975
H 2.838 3.996 -2.736
H 1.275 3.457 -3.464
C 0.470 -0.918 -4.944
C -0.062 -0.372 -6.149
C 0.523 -0.710 -7.381
C 1.505 -1.711 -7.441
C 1.831 -2.452 -6.289
C 1.290 -2.068 -5.065
S 0.238 -0.306 -3.393
H -1.007 -0.342 -2.711
H -0.855 0.368 -6.032
H 0.224 -0.167 -8.293
H 1.984 -1.969 -8.389
H 2.515 -3.309 -6.294
H 1.495 -2.582 -4.125
O 1.098 0.052 0.828
C 0.511 0.163 -0.211
*
```

LUMO energy (alpha / beta)   -9.22 / -13.08 eV
Energy above the lowest of the compared OMol25 structures with the same formula, charge and spin   1.189 eV
HOMO level (alpha / beta)   -0.64370 / -0.64512 Ha
E_tot   -94369.2658 eV

---

No. 5
Entry from OMol25: a 4-piece molecular cluster, C18H37IN3O6 overall in a non-equilibrium geometry (ωB97M-V with the def2-TZVPD basis set).

```
! RIJCOSX wB97M-V def2-TZVPD def2/J DEFGRID3
* xyz 1 1
C 2.138 -0.595 2.526
C 2.480 0.191 1.198
I 4.285 -0.769 0.376
C 1.355 0.149 0.084
N -0.008 0.475 0.564
C -0.285 1.826 1.083
C -1.150 1.410 2.374
N -1.471 -0.050 2.210
C -0.840 -0.578 1.007
N -1.027 -1.753 0.422
H 1.074 -0.484 2.876
H 2.780 -0.147 3.344
H 2.326 -1.709 2.443
H 2.768 1.260 1.408
H 1.612 0.878 -0.747
H 1.328 -0.864 -0.411
H 0.550 2.556 1.213
H -1.099 2.223 0.404
H -0.586 1.401 3.350
H -2.105 2.011 2.425
H -1.058 -0.483 3.043
H -1.901 -1.992 -0.069
H -0.286 -2.454 0.352
O -1.913 -2.082 -2.099
C -2.583 -1.295 -2.738
O -3.852 -1.587 -3.022
C -4.785 -0.655 -3.600
C -4.679 -0.641 -5.110
C -1.979 -0.037 -3.293
H -4.669 0.339 -3.161
H -5.777 -1.003 -3.311
H -3.694 -0.306 -5.442
H -5.431 0.022 -5.542
H -4.824 -1.646 -5.512
H -1.500 -0.260 -4.247
H -1.226 0.324 -2.590
H -2.693 0.774 -3.420
O 9.262 -5.764 2.990
C 8.604 -4.988 2.350
O 7.320 -5.276 2.066
C 6.401 -4.349 1.480
C 6.509 -4.358 -0.031
C 9.219 -3.740 1.778
H 6.525 -3.350 1.906
H 5.403 -4.685 1.771
H 7.497 -4.038 -0.365
H 5.763 -3.694 -0.476
H 6.356 -5.367 -0.418
H 9.696 -3.979 0.827
H 9.974 -3.378 2.476
H 8.512 -2.924 1.642
O -5.166 2.460 -1.405
C -4.952 3.319 -0.586
O -5.966 4.033 -0.083
C -5.846 4.939 1.023
C -5.400 6.311 0.563
C -3.543 3.664 -0.187
H -5.198 4.525 1.800
H -6.842 5.013 1.462
H -4.408 6.279 0.106
H -5.371 7.008 1.402
H -6.084 6.700 -0.194
H -3.128 4.373 -0.904
H -2.951 2.748 -0.203
H -3.457 4.067 0.821
*
```

LUMO energy   -4.34 eV
Energy above the lowest of the compared OMol25 structures with the same formula, charge and spin   2.431 eV
HOMO level   -0.42549 Ha
E_tot   -44114.0856 eV

---

No. 6
Entry from OMol25: C18H37IrOP3Se as an isolated structure in a non-equilibrium geometry (ωB97M-V with the def2-TZVPD basis set).

```
! RIJCOSX wB97M-V def2-TZVPD def2/J DEFGRID3
* xyz 3 5
Ir -0.114 -0.269 -0.157
P 0.183 1.636 1.103
P -2.372 0.186 -0.393
P 2.158 -0.459 -0.479
H -1.626 -3.589 -6.995
C -0.847 -4.236 -6.538
C -0.739 -4.560 -5.211
H -1.482 -4.332 -4.470
C 0.377 3.270 0.261
C -1.125 2.085 2.284
C 1.611 1.700 2.225
C -2.973 -0.771 -1.802
C -3.263 -0.431 1.070
C -2.957 1.908 -0.763
C 2.462 -1.562 -1.875
C 2.956 -1.260 0.940
C 3.113 1.056 -0.932
H -0.153 -4.603 -7.334
H 0.084 -5.164 -4.854
H 0.473 4.025 1.058
H -0.512 3.483 -0.347
H 1.288 3.266 -0.352
H -0.717 2.928 2.853
H -1.291 1.258 2.980
H -2.064 2.392 1.814
H 1.388 2.514 2.921
H 2.553 1.919 1.716
H 1.681 0.775 2.806
H -4.062 -0.652 -1.919
H -2.743 -1.823 -1.607
H -2.466 -0.449 -2.723
H -4.312 -0.103 1.023
H -2.805 -0.052 1.992
H -3.212 -1.528 1.093
H -4.059 1.939 -0.847
H -2.511 2.217 -1.721
H -2.645 2.636 -0.001
H 3.542 -1.723 -1.987
H 2.056 -1.144 -2.804
H 1.978 -2.521 -1.675
H 3.899 -1.736 0.639
H 2.283 -2.020 1.345
H 3.168 -0.544 1.739
H 4.154 0.793 -1.162
H 3.118 1.809 -0.137
H 2.659 1.505 -1.824
C 0.263 0.752 -4.608
C -0.061 -0.611 -4.575
C 0.060 -1.302 -5.759
C 0.513 -0.723 -6.939
C 0.831 0.633 -6.963
C 0.729 1.370 -5.796
Se 0.023 1.891 -3.107
H -0.163 0.824 -1.906
H -0.409 -1.105 -3.663
H -0.231 -2.325 -5.790
H 0.651 -1.186 -7.912
H 1.148 1.104 -7.895
H 0.978 2.435 -5.800
O -0.514 -2.731 1.552
C -0.352 -1.762 0.914
*
```

LUMO energy (alpha / beta)   -8.15 / -13.78 eV
Energy above the lowest of the compared OMol25 structures with the same formula, charge and spin   0.251 eV
HOMO level (alpha / beta)   -0.60372 / -0.60661 Ha
E_tot   -117335.7974 eV

---

No. 7
Entry from OMol25: C18H37IrOPS4 as an isolated structure in a non-equilibrium geometry (ωB97M-V with the def2-TZVPD basis set).

```
! RIJCOSX wB97M-V def2-TZVPD def2/J DEFGRID3
* xyz 3 1
Ir 0.971 -0.126 -0.206
C 0.133 -3.352 -1.963
C 0.803 -3.621 -0.605
S 0.553 -2.356 0.718
C 2.118 -2.468 1.646
C 3.385 -2.357 0.794
S 3.155 -1.294 -0.681
C 4.273 0.119 -0.467
C 3.869 1.167 -1.501
S 2.055 1.361 -1.771
C 1.673 0.283 -3.212
C 0.601 -0.776 -2.882
S 1.204 -2.460 -3.126
H -0.801 -2.808 -1.866
H -0.126 -4.307 -2.418
H 1.872 -3.771 -0.732
H 0.380 -4.522 -0.157
H 2.106 -3.400 2.214
H 2.050 -1.651 2.365
H 3.708 -3.323 0.411
H 4.204 -1.951 1.389
H 5.301 -0.211 -0.624
H 4.197 0.511 0.544
H 4.273 0.961 -2.493
H 4.218 2.155 -1.198
H 2.596 -0.189 -3.550
H 1.333 0.963 -3.992
H -0.310 -0.600 -3.454
H 0.177 -0.695 -1.825
O 2.274 1.504 1.943
C 1.791 0.858 1.153
C -3.894 0.507 0.808
C -2.670 0.096 -0.026
C -2.612 -1.423 -0.121
P -1.109 0.910 0.543
C -1.023 0.985 2.406
C -1.376 -0.357 3.058
C -1.791 2.135 3.062
C -1.148 2.604 -0.212
C -2.402 3.453 0.057
C -1.016 2.524 -1.740
H -4.785 0.220 0.247
H -3.966 1.572 0.998
H -3.927 -0.026 1.755
H -2.779 0.504 -1.037
H -2.565 -1.891 0.862
H -1.761 -1.757 -0.710
H -3.513 -1.789 -0.616
H 0.029 1.169 2.612
H -2.447 -0.547 3.044
H -1.073 -0.324 4.104
H -0.879 -1.210 2.595
H -2.858 2.099 2.856
H -1.400 3.109 2.778
H -1.670 2.038 4.141
H -0.278 3.111 0.222
H -3.281 3.014 -0.411
H -2.247 4.424 -0.414
H -2.606 3.633 1.105
H -1.947 2.177 -2.189
H -0.216 1.876 -2.095
H -0.825 3.521 -2.134
*
```

LUMO energy   -11.36 eV
Energy above the lowest of the compared OMol25 structures with the same formula, charge and spin   1.405 eV
HOMO level   -0.67252 Ha
E_tot   -76756.6749 eV